A:
Computed, not measured: the ion C4H7N4 with charge +1, with wB97M-V/def2-TZVPD.

Last column: Löwdin charge in e.
Atoms and positions in Å:
C -0.589 0.865 -0.668  0.04
C 1.675 0.941 0.556  -0.12
C -1.061 -1.537 -0.372  -0.06
C -1.596 -0.097 -0.389  -0.17
N 0.025 1.725 -1.185  0.13
N 1.867 1.834 -0.221  0.12
N 1.137 2.364 -1.147  -0.01
N 1.850 0.053 1.453  0.23
H -0.590 -1.800 -1.315  0.09
H -1.893 -2.213 -0.203  0.09
H -0.345 -1.673 0.434  0.06
H -2.083 0.132 0.566  0.14
H -2.355 -0.003 -1.175  0.16
H 1.669 0.246 2.434  0.16
H 2.289 -0.837 1.233  0.16

Results
HOMO   -13.53 eV
Kohn-Sham gap   7.909 eV
Total charge   +1
LUMO level   -5.617 eV
Molar mass   111.13 g/mol


B:
Computed, not measured: the ion C4H7N4 with charge +1, with wB97M-V/def2-TZVPD.

Last column: Löwdin charge in e.
Atoms and positions in Å:
N -1.420 -1.136 -0.184  0.25
C -0.957 0.003 0.166  -0.28
N -1.560 1.178 -0.017  0.24
C 0.464 0.031 0.781  -0.23
N 1.246 -1.178 0.371  0.09
C 2.236 -0.784 -0.306  -0.09
C 2.277 0.649 -0.302  -0.10
N 1.256 1.158 0.260  0.12
H -0.670 -1.787 -0.138  0.11
H -2.334 -1.228 -0.675  0.19
H -1.243 2.067 0.375  0.15
H -2.400 1.370 -0.462  0.11
H 0.458 -0.028 1.853  0.17
H 2.997 -1.488 -0.686  0.14
H 3.115 1.153 -0.819  0.14

Results
HOMO   -14.75 eV
Kohn-Sham gap   10.584 eV
Total charge   +1
LUMO level   -4.165 eV
SMILES   NC(=[NH2+])C1N=CC=N1
Molar mass   111.13 g/mol


C:
Computed, not measured: a cluster of 2 separate species, C4H7N4 in total, with wB97M-V/def2-TZVPD.

Last column: Löwdin charge in e.
Atoms and positions in Å:
C -2.582 0.339 0.238  -0.08
C -1.507 0.977 0.771  -0.02
C 2.965 -0.069 -0.065  -0.27
C -0.844 -0.696 -0.488  -0.14
N -2.144 -0.703 -0.499  0.08
N -0.436 0.251 0.300  0.06
N 3.970 -0.289 0.535  0.28
N 1.814 0.233 -0.386  0.08
H -3.694 0.611 0.269  0.17
H -1.401 1.817 1.548  0.17
H -0.164 -1.232 -1.180  0.17
H -2.835 -1.403 -0.975  0.24
H 4.778 -0.566 0.998  0.09
H 1.465 0.426 -1.372  0.15
H 0.615 0.304 0.309  0.02

Results
HOMO   -14.00 eV
Kohn-Sham gap   11.187 eV
Total charge   +1
LUMO level   -2.816 eV
Molar mass   111.13 g/mol


Which is the most stable structure? B is the most stable.


A:
Computed, not measured: a cluster of 2 separate species, C4H8O4 in total, with wB97M-V/def2-TZVPD.

Last column: Löwdin charge in e.
Atoms and positions in Å:
C 0.000 0.000 0.000  -0.04
O -1.265 0.319 -0.617  -0.08
C -1.859 -0.439 -1.539  -0.34
O -1.388 -1.443 -2.076  0.04
H 0.688 -0.003 -0.862  0.09
H 0.144 -0.935 0.567  0.10
H 0.258 0.851 0.653  0.09
H -2.848 -0.036 -1.835  0.14
C 1.231 5.098 -0.323  -0.05
O 1.190 4.010 -1.281  -0.09
C 1.730 2.794 -0.998  -0.32
O 2.144 2.459 0.106  0.03
H 0.551 4.860 0.513  0.10
H 0.889 6.032 -0.800  0.09
H 2.243 5.261 0.083  0.10
H 1.598 2.030 -1.789  0.15

Results
HOMO   -10.64 eV
Kohn-Sham gap   11.388 eV
LUMO level   0.748 eV
SMILES   COC=O.COC=O
Molar mass   120.10 g/mol


B:
Computed, not measured: an isolated molecule of C4H8O4, with wB97M-V/def2-TZVPD.

Last column: Löwdin charge in e.
Atoms and positions in Å:
C -2.595 -0.526 -0.125  -0.04
O -1.205 -0.974 -0.202  -0.13
C -0.220 0.047 -0.244  -0.39
O -0.231 1.058 0.700  -0.08
C 0.196 2.197 0.100  -0.14
C 1.078 -0.598 -0.085  -0.34
O 1.910 0.203 -0.646  0.03
O 1.369 -1.763 0.501  0.22
H -2.454 -0.047 1.022  0.16
H -3.083 -1.534 -0.140  0.10
H -2.917 0.188 -0.867  0.07
H -0.044 0.642 -1.247  0.19
H 0.125 2.944 0.886  0.10
H 1.244 2.332 -0.268  0.11
H -0.602 2.410 -0.626  0.11
H 2.241 -1.853 0.543  0.05

Results
HOMO   -9.98 eV
Kohn-Sham gap   10.773 eV
LUMO level   0.795 eV
SMILES   COC(OC)C(=O)O
Molar mass   120.10 g/mol


Which is the most stable structure? A is the most stable.


A:
Computed, not measured: a cluster of 2 separate species, C2H5NO4 in total, with wB97M-V/def2-TZVPD.

Last column: Löwdin charge in e.
Atoms and positions in Å:
O -2.159 1.309 -0.186  0.10
C -1.050 0.624 -0.397  -0.26
N -0.795 -0.563 -0.041  -0.02
O -1.839 -1.217 0.656  -0.03
H -2.785 0.766 0.321  0.12
H -0.274 1.150 -0.930  0.14
H -1.473 -2.086 0.859  0.10
O 1.763 1.091 0.670  0.05
C 2.368 0.286 0.024  -0.43
O 1.886 -0.825 -0.485  0.06
H 3.442 0.374 -0.207  0.14
H 0.916 -0.909 -0.282  0.06

Results
HOMO   -10.02 eV
Kohn-Sham gap   10.514 eV
LUMO level   0.490 eV
SMILES   O/C=N\O.O=CO
Molar mass   107.06 g/mol


B:
Computed, not measured: a cluster of 2 separate species, C2H5NO4 in total, with wB97M-V/def2-TZVPD.

Last column: Löwdin charge in e.
Atoms and positions in Å:
C -1.331 -0.310 0.688  0.03
C -0.120 0.418 0.206  -0.37
N 1.189 -0.037 0.412  -0.38
O 1.293 -1.092 1.032  0.08
O 2.099 0.667 -0.073  0.03
O -0.270 1.613 -0.165  0.15
O 0.283 -0.988 -1.696  -0.15
H -2.040 -0.382 -0.274  0.15
H -1.007 -1.239 0.942  0.03
H -1.846 0.417 1.495  0.16
H 0.539 2.170 -0.566  0.24
H 1.212 -1.235 -1.998  0.04

Results
HOMO (spin up / spin down)   -8.63 / -10.72 eV
Kohn-Sham gap (spin up / spin down)   6.908 / 9.329 eV
LUMO level (spin up / spin down)   -1.727 / -1.395 eV
Molar mass   107.06 g/mol


Which is the most stable structure? A is the most stable.